(1)
C43H60N3O11P2TcTe2 as an isolated structure at a distorted geometry. Source: the Open Molecules 2025 dataset; level of theory: ωB97M-V/def2-TZVPD.

For the LUMO energy (spin up / spin down), the calculation gives -0.525 / -0.927 eV. As for the HOMO energy (spin up / spin down): -7.27 / -7.14 eV. For the frontier orbital gap (spin up / spin down), the calculation gives 6.7 / 6.2 eV. The value obtained for the total energy is -107927.1966 eV. The net charge is 0. Its energy above the lowest of the compared OMol25 structures with the same formula, charge and spin is 31.5 kJ/mol. The spin multiplicity is 3.

Last column: Mulliken charge in e.
Geometry (Å):
1 Tc -0.1891 0.0708 -3.2064  -0.48
2 O 4.5975 -3.8821 -3.1529  -0.53
3 C 4.2976 -2.7383 -3.8405  0.49
4 O 5.1848 -2.0342 -4.2176  -0.54
5 C 2.8487 -2.4913 -4.0095  0.66
6 C 1.8118 -3.4284 -3.9111  -0.92
7 N 0.6221 -2.8308 -3.9230  -0.88
8 N 0.8568 -1.5140 -4.0241  0.19
9 C 2.1799 -1.2757 -4.0910  0.11
10 C 2.5022 0.1887 -4.1640  0.48
11 O 3.6000 0.6685 -4.2340  -0.67
12 O 1.3550 0.8649 -4.1524  -0.56
13 H 3.7839 -4.3157 -2.8691  0.32
14 H 1.8609 -4.5100 -3.8823  0.61
15 H -0.8466 -3.2547 -3.4600  0.67
16 C 2.0234 5.6929 -0.6159  -1.14
17 C 3.0334 4.5706 -0.7543  0.80
18 C 4.2285 4.9768 -1.5855  -1.58
19 O 2.4038 3.4316 -1.4111  -0.07
20 P 2.0854 2.0683 -0.6857  -0.98
21 O 1.7299 1.0069 -1.6316  1.80
22 C 0.6830 2.3368 0.4058  0.93
23 P -0.8487 2.4081 -0.5602  -1.38
24 O -1.0410 1.5120 -1.7249  0.91
25 O -0.8949 3.9309 -0.9679  -0.06
26 C -1.4425 4.3584 -2.2682  0.81
27 C -2.0038 5.7418 -2.0430  -1.50
28 C -0.3590 4.3174 -3.3209  -0.69
29 O -2.0229 2.1615 0.4640  0.01
30 C -2.3497 3.1047 1.5363  0.79
31 C -1.8845 2.5404 2.8619  -1.03
32 C -3.8445 3.3176 1.4753  -1.41
33 O 3.2827 1.7620 0.2841  -0.50
34 C 4.6181 1.5076 -0.2914  0.93
35 C 4.7800 0.0252 -0.5444  -1.02
36 C 5.6226 2.0769 0.6824  -1.68
37 H 2.4249 6.4570 0.0523  0.46
38 H 1.0765 5.3324 -0.2143  0.12
39 H 1.8290 6.1548 -1.5863  0.30
40 H 3.3629 4.2599 0.2401  0.24
41 H 3.9039 5.2340 -2.5952  0.36
42 H 4.9665 4.1795 -1.6563  0.35
43 H 4.7023 5.8508 -1.1348  0.42
44 H 0.7571 3.2493 1.0011  0.95
45 H 0.6189 1.4549 1.0476  -0.98
46 H -2.2435 3.6681 -2.5347  0.25
47 H -1.2059 6.4325 -1.7612  0.26
48 H -2.7566 5.7375 -1.2527  0.32
49 H -2.4669 6.1005 -2.9629  0.42
50 H 0.4299 5.0345 -3.0851  0.07
51 H -0.7928 4.5669 -4.2900  0.52
52 H 0.0957 3.3300 -3.4048  -0.08
53 H -1.8415 4.0486 1.3288  0.40
54 H -2.3696 1.5833 3.0658  -0.02
55 H -2.1409 3.2388 3.6609  0.54
56 H -0.8050 2.3817 2.8791  0.18
57 H -4.3600 2.3668 1.6281  0.09
58 H -4.1396 3.7215 0.5061  0.33
59 H -4.1528 4.0135 2.2574  0.42
60 H 4.6753 2.0307 -1.2482  0.23
61 H 4.5364 -0.5428 0.3558  0.24
62 H 5.8144 -0.1824 -0.8230  0.61
63 H 4.1447 -0.2994 -1.3694  -0.16
64 H 5.5169 1.5880 1.6537  0.34
65 H 5.4824 3.1513 0.8170  0.34
66 H 6.6331 1.9025 0.3107  0.42
67 Te -1.7873 0.7389 -5.0817  0.06
68 C -2.3840 -0.9687 7.0309  -1.69
69 C -2.0679 -1.0070 5.5580  0.57
70 C -0.7524 -1.0714 5.1107  -1.05
71 C -0.4362 -1.1335 3.7582  0.80
72 C 1.0197 -1.2071 3.3673  -1.15
73 C -1.4807 -1.1299 2.8148  1.12
74 Te -1.0268 -1.1253 0.7436  -0.35
75 N -1.3383 -1.1600 -2.5403  -0.22
76 C -2.0933 -2.1958 -2.4982  0.46
77 O -1.7717 -3.3546 -3.0206  -0.66
78 C -3.4109 -2.1181 -1.8283  0.37
79 C -3.9577 -0.8685 -1.5504  0.01
80 C -5.2055 -0.7821 -0.9551  -0.59
81 C -5.9028 -1.9397 -0.6296  -0.54
82 C -5.3556 -3.1849 -0.9088  -0.68
83 C -4.1104 -3.2768 -1.5148  -0.49
84 C -0.0401 -3.0161 0.7435  -0.25
85 C -0.7013 -4.1580 1.2271  1.15
86 C -2.1380 -4.1498 1.6876  -1.41
87 C -0.0068 -5.3641 1.2762  -0.90
88 C 1.3047 -5.4819 0.8387  0.67
89 C 2.0296 -6.8017 0.9162  -1.63
90 C 1.9182 -4.3521 0.3112  -0.60
91 C 1.2679 -3.1217 0.2504  0.85
92 C 1.9883 -1.9568 -0.3728  -0.22
93 C -2.8140 -1.0585 3.2406  0.39
94 C -3.9961 -1.0288 2.2967  -0.61
95 C -3.0792 -1.0023 4.6095  -0.81
96 H -1.5916 -0.4736 7.5921  0.41
97 H -2.4863 -1.9810 7.4286  0.28
98 H -3.3212 -0.4451 7.2188  0.40
99 H 0.0544 -1.0789 5.8373  0.39
100 H 1.6579 -1.0321 4.2336  0.45
101 H 1.2635 -0.4678 2.6013  -0.16
102 H 1.2674 -2.1858 2.9507  0.27
103 H -3.3985 0.0208 -1.8155  0.28
104 H -5.6400 0.1884 -0.7497  0.46
105 H -6.8754 -1.8712 -0.1571  0.42
106 H -5.9009 -4.0873 -0.6613  0.42
107 H -3.6745 -4.2395 -1.7484  0.52
108 H -2.7478 -3.4969 1.0620  -0.09
109 H -2.2235 -3.7914 2.7163  0.23
110 H -2.5533 -5.1571 1.6469  0.50
111 H -0.5201 -6.2420 1.6598  0.41
112 H 1.4457 -7.5983 0.4521  0.37
113 H 2.2063 -7.0883 1.9547  0.31
114 H 2.9961 -6.7488 0.4151  0.37
115 H 2.9382 -4.4214 -0.0587  0.38
116 H 2.9597 -2.2603 -0.7635  0.40
117 H 2.1432 -1.1474 0.3453  -0.07
118 H 1.4144 -1.5363 -1.2009  -0.67
119 H -3.7505 -1.4180 1.3101  -0.70
120 H -4.3561 -0.0048 2.1551  0.06
121 H -4.8241 -1.6100 2.7057  0.49
122 H -4.1148 -0.9608 4.9369  0.44

---

(2)
C16H14BF5N6OZr as an isolated structure at a distorted geometry. Source: the Open Molecules 2025 dataset; level of theory: ωB97M-V/def2-TZVPD.

For the LUMO energy, the calculation gives -10.017 eV. As for the HOMO energy: -13.39 eV. For the frontier orbital gap, the calculation gives 3.4 eV. The value obtained for the total energy is -43331.8247 eV. The net charge is +2. Its energy above the lowest of the compared OMol25 structures with the same formula, charge and spin is 150.4 kJ/mol.

Last column: Mulliken charge in e.
Geometry (Å):
1 H -3.1202 2.0589 -0.4436  0.61
2 N -1.0045 2.1126 -0.5659  -0.36
3 B 1.3261 2.1663 -1.6995  0.14
4 N -0.1599 2.5087 -1.5578  0.11
5 C -0.7968 3.3944 -2.3199  0.00
6 Zr -1.0116 1.8380 1.5247  2.24
7 H -0.2171 3.8818 -3.0995  0.47
8 C -2.1398 3.3731 -2.0001  -0.96
9 H -2.9305 3.8634 -2.5734  0.41
10 C -2.2741 2.5431 -0.9100  -0.13
11 H 1.9032 3.0951 -2.3295  -0.10
12 C 1.4180 -4.1139 0.2804  -1.02
13 H 1.1466 -4.2116 1.3190  0.28
14 H 0.9626 -3.2210 -0.1139  0.13
15 H 2.4895 -4.0064 0.2185  0.29
16 N 1.7920 0.8942 -2.6535  0.28
17 N 1.7416 2.2301 -0.2202  0.08
18 N 1.3552 -0.3656 -2.2907  -0.67
19 N 1.0514 1.8246 0.8931  -0.38
20 C 2.5458 0.7328 -3.7751  -0.37
21 C 2.8566 2.8416 0.1785  0.01
22 H 3.0264 1.5509 -4.2923  0.44
23 H 3.4510 3.3117 -0.5834  0.48
24 C 2.5842 -0.6187 -4.1370  -0.74
25 C 3.0507 2.5861 1.5331  -0.91
26 C 1.8064 -1.2715 -3.1624  -0.02
27 C 1.9192 1.9085 1.9584  -0.20
28 H 3.0769 -1.1242 -4.9631  0.38
29 H 3.9586 2.8076 2.0811  0.42
30 H 1.5621 -2.3411 -3.0471  0.42
31 H 1.6964 1.3488 2.8513  0.62
32 H 1.1084 -4.9485 -0.2516  0.33
33 F -4.3598 -4.0974 4.0820  -0.23
34 C -3.5748 -3.2215 3.4346  0.44
35 C -3.9963 -2.7175 2.1976  0.31
36 F -5.0874 -3.2090 1.5700  -0.23
37 C -3.2691 -1.7004 1.6226  0.23
38 F -3.5280 -1.2962 0.3517  -0.26
39 C -2.2010 -1.1108 2.3294  -0.03
40 O -1.7250 0.0994 1.9912  -0.49
41 C -1.6702 -1.7945 3.4409  0.22
42 F -0.4301 -1.4564 3.8854  -0.26
43 C -2.3887 -2.7975 4.0479  0.27
44 F -1.9439 -3.3483 5.1984  -0.24

---

(3)
C26H48Cl2IrP2 as an isolated structure at a distorted geometry. Source: the Open Molecules 2025 dataset; level of theory: ωB97M-V/def2-TZVPD.

For the LUMO energy (spin up / spin down), the calculation gives 0.575 / -2.301 eV. As for the HOMO energy (spin up / spin down): -4.08 / -8.09 eV. For the frontier orbital gap (spin up / spin down), the calculation gives 4.7 / 5.8 eV. The value obtained for the total energy is -74196.1662 eV. The net charge is 0. The spin multiplicity is 6.

Last column: Mulliken charge in e.
Geometry (Å):
1 Ir 0.6187 0.3600 -0.1539  0.58
2 Cl 0.2459 1.3980 -2.2444  -0.42
3 P 2.3693 -0.5890 -1.2052  -0.71
4 C 3.4878 0.6047 -2.1271  0.91
5 C 3.4330 -1.5567 -0.0042  0.33
6 C 1.6716 -1.7392 -2.5197  1.08
7 C 3.5845 1.9987 -1.4965  -1.48
8 H 2.9781 0.7132 -3.0990  0.51
9 C 4.8889 0.0377 -2.3589  -1.63
10 H 5.4942 0.0922 -1.4454  0.28
11 H 5.3931 0.6488 -3.1198  0.47
12 H 4.8947 -0.9948 -2.7219  0.32
13 H 2.6370 2.5351 -1.5905  0.27
14 H 4.3577 2.5835 -2.0133  0.48
15 H 3.8493 1.9445 -0.4334  0.23
16 H 1.1028 -1.0286 -3.1453  0.49
17 C 0.6879 -2.7859 -1.9836  -1.12
18 C 2.7701 -2.3929 -3.3565  -1.77
19 H 3.3184 -1.6668 -3.9660  0.35
20 H 2.3217 -3.1252 -4.0412  0.48
21 H 3.4794 -2.9381 -2.7162  0.33
22 H 0.2709 -2.5025 -1.0133  -0.33
23 H 1.1446 -3.7832 -1.9034  0.33
24 H -0.1689 -2.8643 -2.6687  0.45
25 C 4.0544 -0.6167 1.0288  -1.12
26 H 4.2416 -2.0183 -0.5950  0.57
27 C 2.6341 -2.6705 0.6789  -1.21
28 H 4.7119 0.1429 0.5952  0.20
29 H 4.6296 -1.2019 1.7567  0.52
30 H 3.2528 -0.1140 1.5851  0.06
31 H 1.7386 -2.2530 1.1580  0.11
32 H 3.2469 -3.1204 1.4708  0.49
33 H 2.3367 -3.4664 -0.0124  0.25
34 Cl 1.0002 -0.0224 2.1598  -0.58
35 H 1.5852 1.5899 0.1448  -0.05
36 P -1.7065 2.2435 0.4990  -0.30
37 C -2.9641 2.2168 -0.8579  0.63
38 C -2.5346 2.0056 2.1478  0.42
39 C -0.8570 3.8848 0.4360  0.65
40 C -3.0785 0.8350 -1.5286  -1.03
41 H -2.5337 2.9150 -1.5994  0.58
42 C -4.3146 2.7411 -0.3739  -1.71
43 H -4.8254 1.9910 0.2449  0.28
44 H -4.9396 2.9343 -1.2551  0.50
45 H -4.2277 3.6815 0.1862  0.33
46 H -2.2304 0.6839 -2.2069  0.20
47 H -4.0106 0.7801 -2.1101  0.52
48 H -3.0552 0.0145 -0.7982  -0.05
49 H -0.5142 3.9119 -0.6147  0.42
50 C 0.3895 3.9802 1.3329  -1.48
51 C -1.8656 5.0069 0.6825  -1.53
52 H -2.5920 5.0850 -0.1349  0.33
53 H -1.3264 5.9604 0.7380  0.47
54 H -2.4033 4.8671 1.6331  0.28
55 H 0.8401 2.9983 1.5351  0.23
56 H 0.1696 4.4765 2.2873  0.39
57 H 1.1480 4.5836 0.8126  0.42
58 C -3.1045 0.5822 2.1862  -1.18
59 H -3.3458 2.7534 2.1858  0.78
60 C -1.5558 2.2248 3.3030  -1.33
61 H -4.0119 0.4708 1.5796  0.15
62 H -3.3475 0.3023 3.2216  0.55
63 H -2.3513 -0.1211 1.8029  -0.10
64 H -0.6765 1.5707 3.1683  0.05
65 H -2.0534 1.9407 4.2408  0.51
66 H -1.2304 3.2683 3.3964  0.24
67 C -0.8707 -0.7935 0.0225  -0.13
68 C -1.6538 -1.7497 0.2518  -0.05
69 C -2.0687 -3.0151 0.7580  0.66
70 C -2.2938 -4.1113 -0.1145  -0.36
71 C -2.5684 -5.3717 0.4012  -0.60
72 C -2.6620 -5.5632 1.7888  -0.45
73 C -2.4835 -4.4813 2.6665  -0.57
74 C -2.1819 -3.2172 2.1611  -0.29
75 H -2.2150 -3.9352 -1.1929  0.35
76 H -2.7127 -6.2123 -0.2836  0.37
77 H -2.8775 -6.5509 2.1879  0.37
78 H -2.5728 -4.6170 3.7451  0.39
79 H -1.9926 -2.3689 2.8243  0.39

---

(4)
One molecule with the formula C3H5FO3 at a distorted geometry. Source: the Open Molecules 2025 dataset; level of theory: ωB97M-V/def2-TZVPD.

As for the structure (SMILES): C[C@H](F)OC(=O)O. For the LUMO energy, the calculation gives 0.504 eV. As for the HOMO energy: -10.68 eV. For the frontier orbital gap, the calculation gives 11.2 eV. The value obtained for the total energy is -12051.6297 eV. The net charge is 0. Its energy above the lowest of the compared OMol25 structures with the same formula, charge and spin is 28.4 kJ/mol.

Last column: Mulliken charge in e.
Geometry (Å):
1 C 1.4902 -0.5756 0.0812  -0.94
2 C 0.9019 0.7512 -0.2061  0.38
3 F 0.9860 1.6142 0.8437  -0.29
4 O -0.5241 0.5997 -0.5610  -0.39
5 C -1.5654 0.0480 0.1706  0.69
6 O -1.4023 -0.2821 1.3196  -0.54
7 O -2.5434 -0.1191 -0.6566  -0.43
8 H 2.3471 -0.4972 0.6573  0.38
9 H 0.7072 -0.9834 0.8182  0.28
10 H 1.6765 -1.0656 -0.9640  0.24
11 H 1.2773 1.1451 -1.1582  0.23
12 H -3.3510 -0.6352 -0.3445  0.39

---

(5)
C6H5NO3 as an isolated structure at a distorted geometry. Source: the Open Molecules 2025 dataset; level of theory: ωB97M-V/def2-TZVPD.

For the LUMO energy, the calculation gives -0.277 eV. As for the HOMO energy: -9.42 eV. For the frontier orbital gap, the calculation gives 9.1 eV. The value obtained for the total energy is -13932.7425 eV. The net charge is 0. Its energy above the lowest of the compared OMol25 structures with the same formula, charge and spin is 315.8 kJ/mol.

Last column: Mulliken charge in e.
Geometry (Å):
1 C -0.9960 1.5561 1.1411  0.68
2 C -0.1133 0.3789 0.5505  0.25
3 C 0.5408 -0.4353 1.4887  -0.49
4 C 1.2702 -1.7922 -0.1970  -0.24
5 C 0.5861 -1.0942 -1.1440  0.91
6 C -0.2746 0.0146 -0.8170  -0.55
7 H -2.4941 3.1492 0.4262  0.44
8 H 0.5872 -0.0443 2.4623  0.44
9 H 2.1288 -2.7485 -0.4808  0.23
10 H 0.3026 -0.7575 -2.9015  0.27
11 H -0.8306 0.5100 -1.6905  0.21
12 N 1.3937 -1.3880 1.1148  -0.49
13 O -1.6646 2.1997 0.1989  -0.59
14 O -1.0544 1.9591 2.2796  -0.59
15 O 0.6181 -1.5076 -2.4313  -0.49

---

(6)
A 2-piece molecular cluster, C4H8O2 overall at a distorted geometry. Source: the Open Molecules 2025 dataset; level of theory: ωB97M-V/def2-TZVPD.

As for the structure (SMILES): CC=O.CC=O. For the LUMO energy, the calculation gives 0.725 eV. As for the HOMO energy: -9.69 eV. For the frontier orbital gap, the calculation gives 10.4 eV. The value obtained for the total energy is -8370.9310 eV. The net charge is 0. Its energy above the lowest of the compared OMol25 structures with the same formula, charge and spin is 226.8 kJ/mol.

Last column: Mulliken charge in e.
Geometry (Å):
1 C -2.4081 1.1943 -0.8786  -0.97
2 C -1.5463 0.5025 0.0814  0.42
3 O -1.5356 0.6943 1.2987  -0.48
4 H -2.8920 0.5088 -1.6532  0.28
5 H -3.2727 1.7233 -0.4359  0.27
6 H -1.8796 1.9401 -1.5207  0.27
7 H -0.9680 -0.3846 -0.3329  0.25
8 C 2.5466 -0.5859 0.0645  -0.79
9 C 1.5165 -1.1410 1.1519  0.33
10 O 1.6707 -1.6942 2.2224  -0.49
11 H 2.0159 0.0772 -0.7122  0.26
12 H 3.4802 -0.2832 0.5012  0.31
13 H 2.8543 -1.4730 -0.6147  0.25
14 H 0.4183 -1.0785 0.8280  0.09